Entry 1:
This record from the OMol25 dataset describes 17 unconnected molecules or ions with the total composition C73H118F6O25S7 in a non-equilibrium geometry. The level of theory is wB97M-V/def2-TZVPD.

Geometry (Å):
C: -2.47 -0.24 4.28
C: -2.72 -0.67 5.74
C: -4.11 -0.13 6.09
O: -3.99 1.14 5.34
C: -3.30 1.01 4.12
H: -2.78 -1.00 3.56
H: -1.43 -0.02 4.04
H: -2.01 -0.26 6.45
H: -2.79 -1.74 5.92
H: -4.15 0.10 7.15
H: -4.96 -0.73 5.75
H: -2.61 1.85 4.06
H: -3.93 1.05 3.24
C: -3.09 -3.67 2.79
C: -2.93 -5.11 2.63
C: -3.56 -5.72 3.95
O: -4.27 -4.61 4.51
C: -4.38 -3.57 3.54
H: -3.23 -3.10 1.87
H: -2.24 -3.25 3.33
H: -1.88 -5.36 2.45
H: -3.57 -5.44 1.81
H: -2.71 -6.05 4.54
H: -4.20 -6.58 3.72
H: -4.43 -2.57 3.98
H: -5.28 -3.67 2.93
C: -5.81 0.96 0.67
C: -6.13 -0.44 1.16
C: -6.67 -0.23 2.55
O: -7.22 1.06 2.54
C: -6.50 1.92 1.61
H: -6.20 1.11 -0.34
H: -4.73 1.02 0.72
H: -5.30 -1.14 1.27
H: -6.87 -0.82 0.46
H: -5.87 -0.19 3.29
H: -7.39 -1.01 2.82
H: -5.85 2.57 2.20
H: -7.25 2.55 1.13
C: 4.52 1.26 -4.52
C: 3.32 1.42 -5.47
C: 2.33 0.45 -4.84
O: 2.49 0.65 -3.40
C: 3.86 0.97 -3.16
H: 5.13 2.16 -4.50
H: 5.08 0.36 -4.81
H: 3.61 1.19 -6.50
H: 2.94 2.43 -5.47
H: 2.46 -0.59 -5.14
H: 1.27 0.66 -5.00
H: 4.45 0.17 -2.71
H: 4.07 1.88 -2.61
O: 3.22 0.07 4.53
S: 4.51 0.72 4.89
O: 5.64 -0.14 5.05
O: 4.88 1.94 3.81
C: 3.84 2.81 3.49
C: 4.26 3.79 2.37
C: 4.14 1.80 6.43
H: 3.61 3.45 4.35
H: 3.02 2.14 3.26
H: 4.61 3.29 1.47
H: 5.15 4.32 2.73
H: 3.55 4.57 2.08
H: 3.19 2.26 6.18
H: 4.96 2.49 6.62
H: 3.94 1.12 7.26
O: -0.96 1.67 -6.01
S: -1.38 0.28 -5.70
O: -1.13 -0.28 -4.40
O: -3.01 0.15 -6.09
C: -3.49 0.49 -7.37
C: -4.72 1.40 -7.31
C: -0.70 -0.94 -6.91
H: -3.63 -0.46 -7.89
H: -2.79 0.92 -8.08
H: -5.51 0.80 -6.86
H: -5.24 1.72 -8.21
H: -4.58 2.33 -6.75
H: -1.28 -1.86 -6.87
H: 0.30 -1.22 -6.58
H: -0.69 -0.40 -7.86
O: 1.16 -3.37 -5.94
S: 2.32 -3.75 -5.10
O: 3.65 -3.89 -5.68
O: 2.38 -2.76 -3.74
C: 3.59 -2.79 -3.03
C: 3.39 -2.39 -1.65
C: 1.88 -5.31 -4.24
H: 4.32 -2.13 -3.51
H: 4.07 -3.76 -3.16
H: 2.49 -2.79 -1.17
H: 3.30 -1.31 -1.60
H: 4.26 -2.68 -1.07
H: 1.23 -5.00 -3.42
H: 2.82 -5.72 -3.87
H: 1.50 -6.02 -4.97
O: -2.03 -0.66 1.13
S: -1.08 0.43 0.85
O: -0.99 1.60 1.66
O: 0.44 -0.15 0.71
C: 1.51 0.74 0.34
C: 2.80 0.24 1.12
C: -1.36 1.01 -0.92
H: 1.30 1.81 0.34
H: 1.66 0.59 -0.73
H: 3.69 0.84 0.90
H: 3.04 -0.77 0.82
H: 2.60 0.31 2.19
H: -1.10 2.07 -0.97
H: -2.42 0.90 -1.13
H: -0.85 0.30 -1.57
O: -6.95 -3.03 -4.19
S: -5.95 -2.26 -4.92
O: -6.36 -1.43 -6.08
O: -5.12 -1.33 -3.81
C: -4.86 -1.98 -2.56
C: -3.72 -1.23 -1.93
C: -4.54 -3.32 -5.56
H: -4.71 -3.06 -2.59
H: -5.74 -1.92 -1.92
H: -3.40 -1.69 -0.99
H: -3.92 -0.18 -1.73
H: -2.89 -1.27 -2.64
H: -4.27 -4.16 -4.92
H: -3.75 -2.56 -5.67
H: -4.90 -3.69 -6.52
O: 7.44 2.21 2.11
S: 7.35 0.94 1.46
O: 6.15 0.48 0.77
O: 8.64 0.81 0.43
C: 8.55 -0.02 -0.66
C: 9.84 0.03 -1.45
C: 7.91 -0.34 2.61
H: 7.73 0.35 -1.26
H: 8.34 -1.04 -0.32
H: 10.15 1.01 -1.81
H: 9.86 -0.63 -2.32
H: 10.65 -0.29 -0.79
H: 7.15 -1.08 2.84
H: 8.37 0.19 3.44
H: 8.80 -0.81 2.17
O: 0.52 -5.50 1.67
S: 1.86 -5.24 1.14
O: 2.21 -5.59 -0.25
O: 2.30 -3.62 1.42
C: 2.14 -2.97 2.66
C: 0.65 -2.68 2.99
C: 3.12 -6.11 2.21
H: 2.52 -1.95 2.64
H: 2.65 -3.49 3.47
H: 0.12 -2.56 2.05
H: 0.42 -1.88 3.69
H: 0.19 -3.61 3.32
H: 2.94 -7.18 2.15
H: 3.13 -5.89 3.28
H: 4.09 -5.91 1.76
F: -0.70 7.79 -1.83
C: -0.25 6.51 -1.97
C: -0.10 5.87 -3.26
C: 0.39 4.55 -3.35
C: 0.80 3.86 -2.19
C: 0.65 4.48 -0.93
C: 0.09 5.78 -0.85
H: -0.36 6.41 -4.16
H: 0.32 4.01 -4.28
H: 1.23 2.87 -2.08
H: 0.83 3.96 0.00
H: -0.07 6.23 0.12
F: -2.33 5.20 0.77
C: -3.27 5.15 1.75
C: -3.11 4.35 2.89
C: -4.08 4.25 3.86
C: -5.25 5.04 3.74
C: -5.42 5.82 2.62
C: -4.44 5.92 1.66
H: -2.22 3.75 3.00
H: -3.90 3.62 4.72
H: -6.08 5.03 4.43
H: -6.30 6.42 2.43
H: -4.57 6.61 0.83
F: -2.92 -5.09 -3.03
C: -2.16 -4.29 -2.34
C: -2.05 -4.36 -0.93
C: -1.11 -3.72 -0.22
C: -0.31 -2.78 -0.89
C: -0.41 -2.63 -2.29
C: -1.33 -3.41 -3.01
H: -2.68 -5.12 -0.48
H: -1.08 -3.75 0.86
H: 0.42 -2.21 -0.34
H: 0.24 -1.96 -2.85
H: -1.60 -3.28 -4.05
F: -0.10 5.63 7.22
C: 0.19 5.07 6.02
C: 0.66 5.92 5.07
C: 0.79 5.55 3.75
C: 0.58 4.18 3.43
C: 0.11 3.33 4.45
C: -0.03 3.78 5.75
H: 0.83 6.91 5.45
H: 1.08 6.33 3.07
H: 0.84 3.83 2.44
H: -0.10 2.32 4.14
H: -0.44 3.22 6.58
F: -6.16 5.75 -1.94
C: -5.51 4.82 -2.61
C: -6.16 3.93 -3.49
C: -5.51 2.85 -4.00
C: -4.14 2.79 -3.76
C: -3.51 3.66 -2.85
C: -4.22 4.70 -2.27
H: -7.21 4.07 -3.72
H: -5.95 2.20 -4.74
H: -3.54 1.99 -4.16
H: -2.45 3.55 -2.64
H: -3.77 5.41 -1.58
F: 8.98 -3.92 0.21
C: 7.92 -3.76 1.01
C: 6.72 -3.07 0.66
C: 5.66 -2.94 1.56
C: 5.78 -3.49 2.82
C: 6.93 -4.22 3.17
C: 7.98 -4.36 2.25
H: 6.63 -2.68 -0.34
H: 4.79 -2.48 1.13
H: 4.97 -3.45 3.54
H: 6.94 -4.72 4.13
H: 8.83 -4.97 2.50

Spin multiplicity: 1
Total energy: -8119.55725 a.u.


Entry 2:
This record from the OMol25 dataset describes a molecular structure, C15H9Cl2N4O5Zn in a non-equilibrium geometry. The level of theory is wB97M-V/def2-TZVPD.

Geometry (Å):
Cl: 3.64 -0.77 3.73
Zn: 2.16 0.46 2.81
Cl: 1.95 1.66 1.06
C: 0.24 -0.75 3.39
C: 0.47 -1.55 2.20
C: -0.68 -1.50 1.39
C: -1.62 -0.58 1.98
C: -1.01 -0.04 3.19
C: -1.68 0.93 3.96
C: -3.00 1.27 3.62
C: -3.63 0.67 2.50
C: -2.96 -0.25 1.69
H: 0.68 -0.90 4.39
H: 1.43 -2.07 1.99
H: -0.91 -2.12 0.52
H: -1.17 1.38 4.81
H: -3.55 2.00 4.22
H: -4.67 0.93 2.26
H: -3.42 -0.75 0.83
O: -4.61 0.09 -5.19
N: -3.94 -0.95 -5.03
O: -4.16 -1.99 -5.69
C: -2.84 -1.02 -4.08
C: -2.10 -2.21 -3.96
C: -1.07 -2.28 -3.00
N: -0.33 -3.53 -2.84
O: -0.29 -4.34 -3.79
O: 0.25 -3.75 -1.75
C: -0.72 -1.20 -2.15
C: -1.43 0.01 -2.29
N: -1.30 1.21 -1.62
O: -2.31 2.02 -2.20
N: -3.01 1.35 -3.16
C: -2.47 0.11 -3.22
H: -2.34 -3.07 -4.58
H: 0.09 -1.23 -1.43

Spin multiplicity: 1
Total energy: -3871.68298 a.u.
Charge: -3


Entry 3:
This record from the OMol25 dataset describes 5 unconnected molecules or ions with the total composition C24H60F6N4O8P in a non-equilibrium geometry. The level of theory is wB97M-V/def2-TZVPD.

Geometry (Å):
P: 0.18 -34.73 18.15
F: 0.56 -33.41 19.06
F: -0.69 -35.17 19.44
F: -1.10 -33.81 17.52
F: -0.39 -36.15 17.38
F: 1.14 -34.18 16.92
F: 1.49 -35.48 18.79
C: 0.97 -27.77 21.08
O: -0.28 -27.07 20.96
C: 0.01 -26.05 20.03
C: -1.36 -25.24 19.79
N: -2.54 -26.21 19.78
C: -2.61 -26.99 18.54
C: -3.76 -27.99 18.52
O: -3.86 -28.72 19.72
C: -5.10 -29.56 19.75
H: 1.83 -27.15 21.34
H: 1.31 -28.30 20.19
H: 0.87 -28.62 21.76
H: 0.37 -26.35 19.05
H: 0.64 -25.34 20.55
H: -1.50 -24.84 18.79
H: -1.53 -24.46 20.54
H: -3.45 -25.78 19.71
H: -1.69 -27.56 18.42
H: -2.71 -26.34 17.67
H: -3.65 -28.72 17.72
H: -4.61 -27.44 18.14
H: -5.89 -28.81 19.73
H: -5.11 -30.08 20.70
H: -5.40 -30.23 18.95
C: 2.24 -33.29 7.66
O: 2.99 -32.48 6.88
C: 4.40 -32.51 7.17
C: 5.22 -32.85 5.98
N: 6.00 -31.65 5.36
C: 5.25 -30.53 4.83
C: 6.05 -29.66 3.92
O: 6.70 -30.49 2.98
C: 7.57 -29.77 2.10
H: 1.27 -32.82 7.82
H: 2.55 -33.23 8.71
H: 2.06 -34.25 7.18
H: 4.69 -33.16 8.00
H: 4.64 -31.47 7.40
H: 4.50 -33.23 5.25
H: 5.89 -33.69 6.13
H: 6.32 -31.97 4.46
H: 4.95 -29.64 5.38
H: 4.36 -30.84 4.28
H: 6.84 -29.22 4.52
H: 5.55 -28.79 3.50
H: 8.32 -29.17 2.61
H: 7.02 -28.96 1.63
H: 8.06 -30.35 1.32
C: 9.62 -40.94 24.40
O: 9.27 -39.75 23.63
C: 7.91 -39.76 23.16
C: 7.60 -38.26 22.82
N: 7.89 -37.39 23.91
C: 7.44 -36.03 23.72
C: 7.95 -35.12 24.90
O: 7.40 -33.80 24.72
C: 8.08 -32.94 25.63
H: 9.91 -40.48 25.34
H: 10.50 -41.34 23.90
H: 8.97 -41.81 24.47
H: 7.36 -40.24 23.97
H: 7.84 -40.45 22.32
H: 6.54 -38.14 22.60
H: 8.02 -38.03 21.84
H: 8.87 -37.56 24.11
H: 6.35 -36.01 23.76
H: 7.83 -35.47 22.87
H: 9.01 -34.89 24.91
H: 7.51 -35.64 25.76
H: 8.31 -33.30 26.63
H: 7.34 -32.15 25.71
H: 9.02 -32.56 25.23
C: -5.75 -30.82 26.44
O: -4.38 -30.59 26.30
C: -3.67 -31.55 27.09
C: -2.72 -32.46 26.55
N: -1.67 -31.94 25.70
C: -0.50 -31.84 26.57
C: -0.40 -30.60 27.47
O: -0.76 -29.27 26.88
C: -0.67 -28.22 27.90
H: -6.25 -29.98 25.96
H: -6.19 -30.94 27.43
H: -6.00 -31.74 25.92
H: -4.36 -32.18 27.64
H: -3.38 -30.94 27.95
H: -3.33 -32.96 25.80
H: -2.39 -33.29 27.18
H: -1.39 -32.75 25.16
H: 0.35 -31.93 25.90
H: -0.33 -32.76 27.14
H: 0.57 -30.58 27.97
H: -0.99 -30.71 28.38
H: 0.19 -27.59 27.65
H: -0.56 -28.61 28.92
H: -1.42 -27.47 27.66

Spin multiplicity: 1
Total energy: -2711.78099 a.u.
Charge: -1
ΔE to the lowest compared entry with this formula, charge and spin: 57.5 kcal/mol


Entry 4:
This record from the OMol25 dataset describes a molecular structure, C18H18BrNO9PTeTi. The level of theory is wB97M-V/def2-TZVPD.

Geometry (Å):
Ti: -0.09 -0.77 -0.02
O: -3.05 -2.83 1.93
C: -2.36 -2.06 1.06
O: -1.17 -1.68 1.37
C: -2.84 -1.65 -0.16
C: -4.07 -1.92 -0.83
C: -4.25 -1.49 -2.10
C: -3.18 -0.79 -2.78
C: -2.04 -0.52 -2.10
N: -1.85 -0.88 -0.79
C: -0.79 0.09 -2.66
O: -0.68 0.51 -3.78
O: 0.17 0.07 -1.74
H: -2.41 -3.15 2.57
H: -4.83 -2.49 -0.31
H: -5.17 -1.69 -2.62
H: -3.25 -0.49 -3.81
Br: -2.70 6.88 -0.44
C: -1.77 5.36 0.21
C: -0.99 5.48 1.35
C: -0.32 4.36 1.82
C: -0.42 3.14 1.16
C: -1.21 3.05 0.02
C: -1.89 4.15 -0.46
C: 0.33 1.95 1.70
O: 1.01 2.05 2.70
O: 0.17 0.86 1.03
H: -0.92 6.43 1.86
H: 0.30 4.41 2.71
H: -1.28 2.10 -0.49
H: -2.50 4.08 -1.35
C: 3.76 -1.14 -1.61
C: 3.17 -2.51 -1.84
O: 2.96 -3.23 -0.60
P: 1.61 -3.08 0.22
O: 0.49 -2.65 -0.73
Te: 1.38 -4.83 1.72
O: 1.71 -1.59 0.96
C: 2.25 -1.28 2.28
C: 3.52 -0.49 2.14
H: 4.00 -0.69 -2.58
H: 4.67 -1.20 -1.02
H: 3.06 -0.47 -1.11
H: 3.85 -3.14 -2.41
H: 2.22 -2.44 -2.37
H: 2.39 -2.23 2.80
H: 1.48 -0.70 2.78
H: 4.28 -1.07 1.60
H: 3.90 -0.25 3.13
H: 3.33 0.44 1.61

Spin multiplicity: 1
Total energy: -5461.88638 a.u.
Charge: -1
ΔE to the lowest compared entry with this formula, charge and spin: 0.0 kcal/mol


Entry 5:
This record from the OMol25 dataset describes a molecular structure, C9H12FOP in a non-equilibrium geometry. The level of theory is wB97M-V/def2-TZVPD.

Geometry (Å):
C: -0.10 -1.52 -0.77
C: 1.19 -1.10 -1.00
C: -0.52 0.54 0.40
C: -0.97 -0.66 -0.12
C: 1.71 0.11 -0.53
C: 0.82 0.89 0.24
C: 3.07 0.46 -0.82
C: 1.21 2.34 0.62
C: -2.36 -1.10 0.16
O: -2.90 -2.14 -0.45
F: -2.25 -1.75 1.75
P: -3.60 0.21 0.60
H: -0.42 -2.49 -1.06
H: 1.79 -1.83 -1.48
H: -1.21 1.12 0.95
H: 2.93 1.53 -0.86
H: 3.81 0.38 0.01
H: 3.46 -0.09 -1.81
H: 0.52 3.07 0.13
H: 1.14 2.63 1.65
H: 2.19 2.62 0.19
H: -2.19 -2.83 -0.64
H: -2.80 0.33 1.73
H: -4.53 -0.71 1.09

Spin multiplicity: 1
Total energy: -866.51825 a.u.
ΔE to the lowest compared entry with this formula, charge and spin: 20.3 kcal/mol


Entry 6:
This record from the OMol25 dataset describes a molecular structure, C23H22CoN8O2. The level of theory is wB97M-V/def2-TZVPD.

Geometry (Å):
Co: -0.36 1.29 -0.40
O: 2.33 4.25 0.49
C: 1.71 3.29 0.04
N: 0.40 3.10 -0.15
C: -0.56 4.10 0.12
C: -0.30 5.47 0.20
C: -1.36 6.35 0.39
C: -2.66 5.88 0.52
C: -2.92 4.52 0.44
C: -1.88 3.63 0.24
N: -2.02 2.24 0.04
C: -3.14 1.57 0.33
O: -4.11 1.88 1.01
C: -3.19 0.22 -0.39
C: -4.25 -0.64 -0.13
C: -4.35 -1.82 -0.84
C: -3.40 -2.10 -1.81
C: -2.37 -1.20 -1.99
N: -2.25 -0.06 -1.29
C: 2.53 2.08 -0.41
C: 3.91 2.10 -0.20
C: 4.67 1.04 -0.65
C: 4.04 0.00 -1.32
C: 2.67 0.06 -1.48
N: 1.92 1.06 -1.02
H: 0.71 5.82 0.12
H: -1.15 7.41 0.46
H: -3.47 6.57 0.68
H: -3.93 4.14 0.55
H: -4.97 -0.34 0.62
H: -5.17 -2.51 -0.66
H: -3.45 -2.99 -2.41
H: -1.61 -1.37 -2.75
H: 4.32 2.96 0.31
H: 5.74 1.03 -0.49
H: 4.60 -0.84 -1.72
H: 2.16 -0.72 -2.02
C: 1.87 -4.47 2.33
C: 1.55 -4.68 0.85
C: 2.60 -4.03 -0.04
C: 0.14 -4.22 0.50
N: -0.05 -2.78 0.67
C: 0.20 -1.77 -0.16
N: -0.06 -0.65 0.46
N: -0.49 -1.00 1.70
N: -0.47 -2.26 1.83
H: 2.85 -4.89 2.57
H: 1.13 -4.94 2.98
H: 1.90 -3.41 2.58
H: 1.55 -5.76 0.65
H: 2.71 -2.97 0.19
H: 2.34 -4.13 -1.10
H: 3.57 -4.50 0.10
H: -0.61 -4.69 1.14
H: -0.10 -4.45 -0.54
H: 0.53 -1.88 -1.18

Spin multiplicity: 4
Total energy: -2860.99462 a.u.
<S²>: 3.759